A 6-piece molecular cluster, C20H37NO15 overall at a distorted geometry. Source: OMol25; level of theory: ωB97M-V with the def2-TZVPD basis set.

The geometry in XYZ format:
```
73
Properties=species:S:1:pos:R:3:forces:R:3
O 1.1540 -0.5750 -21.4900 8.1 -2.4 -0.8
O -7.3450 -6.4120 -18.8850 -0.4 5.8 -6.4
H 0.3860 -7.3310 -20.3680 -0.4 0.4 -0.4
C 1.2520 -5.3550 -18.0860 -1.5 -0.2 0.3
C 2.5730 -0.9480 -21.5970 -9.5 1.2 0.9
H -2.8230 -7.3790 -16.4840 -1.5 0.4 2.0
C -2.3760 -7.8820 -17.2660 1.9 -0.2 -1.7
H 0.8460 -4.7360 -17.2550 0.7 0.0 -0.6
H 2.9500 1.4440 -20.1140 -0.3 0.0 -0.6
H -4.2580 -4.9570 -20.7600 -1.0 0.8 -0.3
H 1.5290 -3.4490 -21.0270 -0.6 -0.1 1.3
C -3.5790 -1.0760 -19.0900 2.6 -5.8 3.3
O 0.5800 -10.6680 -18.5210 -1.7 3.2 3.3
H -4.3560 0.8960 -21.5850 0.2 0.3 -0.2
H -10.2900 -6.2350 -19.7770 0.3 -0.9 -0.5
C 3.0980 1.3130 -21.1970 -0.4 1.1 -0.4
H 1.2050 -2.8830 -22.6350 -0.2 -0.1 -0.3
C -1.6230 -2.9330 -21.4790 -0.6 0.5 1.8
C 3.3190 -5.5150 -19.2910 -4.6 -4.9 -5.0
H 0.7080 -5.0130 -19.0130 0.4 -1.1 0.9
H -5.1530 -1.2070 -22.6320 -0.4 0.2 0.3
C -0.5120 -7.5540 -20.9760 0.0 -0.8 3.0
H -6.3140 -0.4530 -21.4910 0.3 0.0 0.0
O -6.3710 -4.8330 -20.4730 -1.9 0.1 -0.3
O -8.6040 -5.0330 -20.3860 0.4 0.4 -0.5
C -7.4360 -5.4450 -19.9420 1.0 -5.3 6.9
H 5.5720 -6.2940 -20.5500 0.0 0.4 -0.1
H -4.9690 -6.2830 -19.9980 -0.3 0.8 0.6
O -0.3420 -10.2370 -16.4860 0.6 -2.4 -1.3
H -9.7460 -5.1030 -18.5940 0.5 -0.1 -0.2
H -3.2110 -0.4270 -21.6150 -0.6 0.1 0.6
C 5.2560 -5.2420 -20.5830 -1.1 -1.2 -2.0
H 3.8970 1.9710 -21.5450 0.5 -0.6 0.4
H -2.7180 -2.8740 -21.2950 0.8 0.3 0.0
H 2.2780 1.6560 -21.8540 -0.2 -0.8 0.8
H -0.4950 -7.1200 -16.5560 0.4 0.6 0.1
O -0.8840 -6.4950 -21.8030 -1.1 3.8 -1.1
O -1.7930 -5.3400 -19.8920 2.3 -0.2 -8.3
H 1.0830 -6.4000 -17.7010 0.2 0.8 -1.3
C -5.3360 -0.9420 -21.5770 0.2 -0.8 -0.5
N -3.1310 -2.0760 -18.6260 -1.9 3.7 -1.8
H 2.5060 -4.1360 -22.2890 -0.4 0.8 0.0
O 4.4690 -4.9370 -19.4630 0.1 0.9 2.6
O 2.7700 -6.4440 -20.2270 3.2 5.5 5.5
H -1.2470 -2.1910 -22.1690 -0.2 0.1 -0.4
H 6.0780 -4.5760 -20.8320 -0.1 0.3 1.1
H -10.5670 -4.5510 -20.0080 -0.1 0.6 -0.7
C -5.0590 -5.1710 -20.0360 1.4 -2.2 0.2
H 0.2410 -8.8800 -15.2080 -0.2 0.3 0.6
H -1.4880 -9.3870 -15.1430 -0.5 0.4 0.4
C -9.8510 -5.2680 -19.6720 0.8 0.3 1.3
H -1.0400 -2.7860 -20.5580 -0.6 0.0 0.0
O -1.3110 -4.1680 -22.0320 0.6 -6.0 0.2
H 4.5130 -5.0990 -21.3640 0.5 -0.5 -0.8
C 1.9710 -3.2190 -21.9550 0.0 -0.9 -1.0
H -5.3840 -1.9050 -21.0650 0.0 0.0 0.2
H -1.3200 -7.7840 -20.2340 0.6 0.0 -0.9
H -2.5150 -7.1520 -18.0780 0.6 -0.3 -0.1
H -3.2240 0.8720 -19.2780 -0.7 -0.1 -0.8
H -2.8350 -8.8170 -17.5800 -0.2 -0.1 0.4
O -0.1490 -8.5900 -17.9430 0.5 0.4 0.1
C -4.1620 -0.0820 -21.1520 0.3 1.4 -0.1
C -1.3860 -5.3880 -21.2440 -0.9 2.4 6.7
C -0.6560 -9.1340 -15.7710 0.1 2.2 0.9
O 2.6360 -5.0770 -18.2190 2.1 0.1 -1.0
H -0.2400 -8.3850 -21.5870 -0.3 -0.5 -0.6
H -4.9370 0.3930 -19.1540 -0.8 0.5 0.2
O 3.4820 -0.0430 -21.4320 1.0 -1.1 -0.6
O 2.9380 -2.2100 -21.8000 1.8 2.7 0.4
C 0.0890 -9.8590 -17.6780 2.1 -4.8 -4.9
H -4.7470 -4.6990 -19.0990 -0.6 -0.1 -0.1
C -0.8870 -8.0680 -16.8550 -2.4 0.2 0.2
C -4.0070 0.1510 -19.6200 0.7 0.6 -1.1
```
Positions in Å, forces in eV/Å.

As for the charge: 0. Its largest force on an atom is 9.58 eV/A. Its LUMO energy is 0.546 eV. For the HOMO-LUMO gap, the calculation gives 10.254 eV. The value obtained for the calculated total energy is -53534.7373 eV.

Löwdin atomic charges, in units of e: -0.130 -0.099 0.084 -0.038 -0.391 0.057 0.012 0.106 0.110 0.071 0.074 -0.260 0.082 0.100 0.085 -0.032 0.091 -0.110 -0.415 0.100 0.083 -0.052 0.080 -0.008 0.005 -0.409 0.112 0.106 0.093 0.101 0.108 -0.031 0.091 0.081 0.103 0.124 0.004 -0.080 0.092 -0.106 0.171 0.112 0.013 -0.079 0.085 0.101 0.081 -0.056 0.140 0.140 -0.012 0.092 -0.068 0.078 -0.032 0.060 0.099 0.072 0.143 0.102 0.081 -0.249 -0.283 -0.123 -0.010 0.096 0.115 0.019 0.009 -0.527 0.096 -0.280 -0.181


One molecule with the formula C5H8O. Source: OMol25; level of theory: ωB97M-V with the def2-TZVPD basis set.

The geometry in XYZ format:
```
14
Properties=species:S:1:pos:R:3:forces:R:3
O -1.7065 0.2627 1.3235 -0.1 -0.2 0.1
C -0.4196 -0.0947 -0.9600 -0.5 -0.2 -0.2
H -2.4103 -0.3792 1.1560 0.1 0.1 0.0
H 1.1381 -0.1192 1.3411 0.1 -0.1 -0.1
C -1.4114 0.8673 0.1088 0.0 0.5 0.2
H 1.4276 -0.7678 -1.6568 -0.2 0.1 0.1
C 1.0557 -0.1445 -0.8345 0.0 0.0 0.0
H 2.6089 -0.7363 0.5621 -0.1 0.0 0.0
C 1.5165 -0.7171 0.5076 0.0 0.0 0.1
H -0.5698 1.5422 0.2957 0.0 0.0 -0.1
H -2.2200 1.4974 -0.2692 0.2 -0.1 0.0
H 1.4820 0.8529 -0.9958 -0.1 -0.1 0.0
C -1.6361 -0.3269 -1.2166 0.6 -0.1 -0.1
H 1.1449 -1.7368 0.6382 0.0 0.1 0.0
```
Positions in Å, forces in eV/Å.

As for the charge: 0. Its largest force on an atom is 0.64 eV/A. Its LUMO energy is 0.945 eV. For the HOMO-LUMO gap, the calculation gives 10.837 eV. The value obtained for the calculated total energy is -7358.0265 eV.

Löwdin atomic charges, in units of e: -0.050 -0.229 0.097 0.072 -0.298 0.119 -0.228 0.073 -0.095 0.131 0.112 0.114 0.098 0.083